2 unconnected molecules or ions with the total composition C4H5NO at a distorted geometry, computed with the ωB97M-V functional and the def2-TZVPD basis.

Calculated values
Structure (SMILES)   C=C=C=O.C=N
Frontier orbital gap   8.113 eV
Highest occupied orbital energy   -9.1251 eV

Last column: Löwdin charge in e.
Cartesian coordinates (Å):
C (-2.02, 0.96, 1.64)  0.0392
C (-0.67, 0.88, 1.66)  -0.0750
C (0.59, 0.83, 1.98)  -0.2256
O (1.76, 0.86, 2.15)  0.1307
H (-2.49, 1.25, 2.63)  0.0796
H (-2.70, 0.83, 0.80)  0.0526
C (1.01, -0.96, -1.81)  -0.1599
N (1.18, -1.90, -2.63)  0.0118
H (1.18, 0.16, -1.99)  0.0806
H (0.57, -1.13, -0.86)  0.0280
H (1.58, -1.79, -3.56)  0.0380

***

C4H5NO in the gas phase at a distorted geometry, computed with the ωB97M-V functional and the def2-TZVPD basis.

Calculated values
Structure (SMILES)   N#CCCC=O
Frontier orbital gap   10.672 eV
Highest occupied orbital energy   -10.1312 eV

Last column: Löwdin charge in e.
Cartesian coordinates (Å):
N (2.33, 0.87, -1.25)  0.1509
C (1.56, 0.58, -0.44)  -0.2445
C (0.70, 0.25, 0.71)  -0.1723
C (-0.52, -0.62, 0.36)  -0.1512
C (-1.29, -0.03, -0.80)  -0.2498
O (-0.75, 0.51, -1.73)  0.0598
H (1.34, -0.26, 1.44)  0.1197
H (0.38, 1.20, 1.16)  0.1258
H (-0.18, -1.63, 0.08)  0.1275
H (-1.18, -0.75, 1.22)  0.1139
H (-2.39, -0.11, -0.76)  0.1202

***

C4H5NO in the gas phase at a distorted geometry, computed with the ωB97M-V functional and the def2-TZVPD basis.

Calculated values
Structure (SMILES)   O=C1CC=CN1
Frontier orbital gap   9.510 eV
Highest occupied orbital energy   -8.6438 eV

Last column: Löwdin charge in e.
Cartesian coordinates (Å):
O (-1.26, 2.08, -0.18)  0.0609
C (-0.63, 1.06, -0.05)  -0.4619
C (-1.00, -0.40, -0.29)  -0.0840
C (0.32, -1.11, -0.40)  -0.0973
C (1.22, -0.31, 0.18)  -0.1228
N (0.69, 0.97, 0.37)  0.0838
H (-1.86, -0.59, -0.94)  0.1239
H (-1.18, -0.85, 0.70)  0.1344
H (0.34, -2.19, -0.53)  0.0991
H (2.21, -0.54, 0.57)  0.1142
H (1.20, 1.79, 0.67)  0.1499

***

C4H5NO in the gas phase, computed with the ωB97M-V functional and the def2-TZVPD basis.

Calculated values
Structure (SMILES)   Cc1cocn1
Frontier orbital gap   10.287 eV
Highest occupied orbital energy   -9.2296 eV

Last column: Löwdin charge in e.
Cartesian coordinates (Å):
C (-1.64, -0.40, 0.02)  -0.0416
C (-0.21, 0.00, 0.28)  -0.3152
C (0.51, 1.13, 0.50)  -0.0465
O (1.80, 0.90, 0.08)  0.0191
C (1.78, -0.37, -0.35)  -0.2073
N (0.66, -0.97, -0.21)  0.1092
H (-2.06, -1.08, 0.76)  0.0757
H (-1.53, -0.98, -0.91)  0.0774
H (-2.32, 0.43, -0.19)  0.0741
H (0.36, 2.12, 0.91)  0.1235
H (2.64, -0.76, -0.88)  0.1316

***

2 unconnected molecules or ions with the total composition C4H5NO, computed with the ωB97M-V functional and the def2-TZVPD basis.

Calculated values
Structure (SMILES)   C#CC(=C)N=O.[H][H]
Frontier orbital gap   8.497 eV
Highest occupied orbital energy   -9.5292 eV

Last column: Löwdin charge in e.
Cartesian coordinates (Å):
C (2.86, -0.44, 0.10)  0.1353
C (1.69, -0.29, -0.13)  -0.1058
C (0.30, -0.08, -0.41)  -0.3398
C (-0.67, -0.96, -0.13)  0.0973
N (0.02, 1.20, -1.08)  0.0133
O (-1.16, 1.43, -1.20)  -0.0442
H (3.90, -0.58, 0.31)  0.0327
H (-1.69, -0.72, -0.41)  0.0631
H (-0.46, -1.90, 0.35)  0.0849
H (-2.47, 1.05, 1.63)  0.0465
H (-2.32, 1.30, 0.95)  0.0166

***

C4H5NO in the gas phase at a distorted geometry, computed with the ωB97M-V functional and the def2-TZVPD basis.

Calculated values
Structure (SMILES)   C=NCC=C=O
Frontier orbital gap   9.769 eV
Highest occupied orbital energy   -8.8825 eV

Last column: Löwdin charge in e.
Cartesian coordinates (Å):
C (-0.99, -0.93, -1.21)  -0.0434
N (-0.26, -1.01, -0.19)  -0.0398
C (0.91, -0.15, -0.14)  -0.2610
C (0.67, 0.89, 0.93)  -0.0901
C (-0.49, 0.95, 1.54)  -0.2052
O (-1.52, 1.03, 2.10)  0.1652
H (-1.93, -1.49, -1.24)  0.0720
H (-0.74, -0.32, -2.10)  0.0805
H (1.13, 0.32, -1.11)  0.1035
H (1.79, -0.75, 0.13)  0.1112
H (1.44, 1.59, 1.25)  0.1071

***

C4H5NO in the gas phase at a distorted geometry, computed with the ωB97M-V functional and the def2-TZVPD basis.

Calculated values
Structure (SMILES)   Nc1ccoc1
Frontier orbital gap   9.226 eV
Highest occupied orbital energy   -8.1331 eV

Last column: Löwdin charge in e.
Cartesian coordinates (Å):
N (1.88, -0.16, -0.33)  0.0756
C (0.51, 0.05, -0.12)  -0.3266
C (-0.56, -0.89, -0.34)  -0.0370
C (-1.68, -0.32, 0.16)  -0.1463
O (-1.44, 0.94, 0.58)  -0.0082
C (-0.10, 1.16, 0.36)  -0.0833
H (2.44, 0.43, 0.28)  0.0866
H (2.15, -1.12, -0.17)  0.0851
H (-0.75, -1.56, -1.17)  0.1090
H (-2.68, -0.71, 0.27)  0.1229
H (0.23, 2.18, 0.47)  0.1221

***

C4H5NO in the gas phase at a distorted geometry, computed with the ωB97M-V functional and the def2-TZVPD basis.

Calculated values
Structure (SMILES)   N#C[C@@H]1C[C@@H]1O
Frontier orbital gap   11.424 eV
Highest occupied orbital energy   -10.6238 eV

Last column: Löwdin charge in e.
Cartesian coordinates (Å):
N (-0.72, 2.57, -0.48)  0.1554
C (-0.66, 1.53, 0.02)  -0.2006
C (-0.59, 0.18, 0.53)  -0.2086
C (0.76, -0.42, 0.86)  -0.0372
C (0.07, -0.82, -0.39)  -0.3392
O (0.62, -0.35, -1.57)  0.0033
H (-1.46, -0.13, 1.12)  0.1403
H (0.79, -1.12, 1.69)  0.1106
H (1.63, 0.22, 0.74)  0.1250
H (-0.40, -1.81, -0.45)  0.1475
H (-0.06, 0.17, -2.04)  0.1035

***

A molecular structure, C4H5NO2, computed with the ωB97M-V functional and the def2-TZVPD basis.

Calculated values
Frontier orbital gap (alpha / beta)   8.602 / 8.602 eV
Highest occupied orbital energy (alpha / beta)   -10.3213 / -10.3218 eV

Last column: Löwdin charge in e.
Cartesian coordinates (Å):
O (1.95, -0.14, -1.22)  0.0649
C (1.15, 0.74, -0.98)  -0.2584
C (-0.31, 0.49, -0.83)  -0.0528
C (-0.82, -0.78, -0.84)  -0.0457
N (-0.72, -0.90, 1.05)  0.1779
C (-0.04, -0.11, 1.80)  -0.5481
O (0.61, 0.92, 1.85)  0.0340
H (1.46, 1.80, -0.89)  0.1240
H (-0.95, 1.35, -0.65)  0.1223
H (-1.89, -0.95, -0.87)  0.0996
H (-0.16, -1.60, -1.10)  0.1035
H (-0.28, -0.83, 2.68)  0.1789

***

C4H5NO2 in the gas phase at a distorted geometry, computed with the ωB97M-V functional and the def2-TZVPD basis.

Calculated values
Structure (SMILES)   O=C[C@H]1CN=CO1
Frontier orbital gap   10.572 eV
Highest occupied orbital energy   -9.7948 eV

Last column: Löwdin charge in e.
Cartesian coordinates (Å):
O (-2.00, 0.09, 1.16)  0.0635
C (-1.51, -0.38, 0.16)  -0.1871
C (-0.31, 0.23, -0.56)  -0.3712
C (0.61, 0.98, 0.42)  -0.1227
N (1.53, -0.06, 0.95)  0.1067
C (1.49, -0.99, 0.15)  -0.0225
O (0.47, -0.78, -1.11)  -0.1201
H (-1.92, -1.30, -0.32)  0.1339
H (-0.67, 0.92, -1.33)  0.1558
H (1.22, 1.74, -0.09)  0.1239
H (0.04, 1.43, 1.23)  0.1149
H (1.46, -1.93, -0.32)  0.1248

***

What did the seventh record say?
C4H5NO in the gas phase at a distorted geometry, computed with the ωB97M-V functional and the def2-TZVPD basis.

Calculated values
Structure (SMILES)   Nc1ccoc1
Frontier orbital gap   9.226 eV
Highest occupied orbital energy   -8.1331 eV

Last column: Löwdin charge in e.
Cartesian coordinates (Å):
N (1.88, -0.16, -0.33)  0.0756
C (0.51, 0.05, -0.12)  -0.3266
C (-0.56, -0.89, -0.34)  -0.0370
C (-1.68, -0.32, 0.16)  -0.1463
O (-1.44, 0.94, 0.58)  -0.0082
C (-0.10, 1.16, 0.36)  -0.0833
H (2.44, 0.43, 0.28)  0.0866
H (2.15, -1.12, -0.17)  0.0851
H (-0.75, -1.56, -1.17)  0.1090
H (-2.68, -0.71, 0.27)  0.1229
H (0.23, 2.18, 0.47)  0.1221

***

Please write out number 1 again, unchanged.
2 unconnected molecules or ions with the total composition C4H5NO at a distorted geometry, computed with the ωB97M-V functional and the def2-TZVPD basis.

Calculated values
Structure (SMILES)   C=C=C=O.C=N
Frontier orbital gap   8.113 eV
Highest occupied orbital energy   -9.1251 eV

Last column: Löwdin charge in e.
Cartesian coordinates (Å):
C (-2.02, 0.96, 1.64)  0.0392
C (-0.67, 0.88, 1.66)  -0.0750
C (0.59, 0.83, 1.98)  -0.2256
O (1.76, 0.86, 2.15)  0.1307
H (-2.49, 1.25, 2.63)  0.0796
H (-2.70, 0.83, 0.80)  0.0526
C (1.01, -0.96, -1.81)  -0.1599
N (1.18, -1.90, -2.63)  0.0118
H (1.18, 0.16, -1.99)  0.0806
H (0.57, -1.13, -0.86)  0.0280
H (1.58, -1.79, -3.56)  0.0380